[1]
A structure of composition C29H37N3O2P2Ti. Source: OMol25; level of theory: ωB97M-V with the def2-TZVPD basis set.

For the HOMO energy (spin up / spin down), the calculation gives -7.517 / -8.410 eV. The calculation puts the gap between HOMO and LUMO (spin up / spin down) at 7.41 / 7.25 eV. Its multiplicity is 3. Its LUMO energy (spin up / spin down) is -0.1 / -1.2 eV. As for the expectation value of S²: 2.01.

The geometry in XYZ format:
```
74
Properties=species:S:1:pos:R:3:forces:R:3
Ti -0.088851 0.193899 -0.404640 0.02 -0.23 0.06
P 0.610514 -1.106482 -2.599328 0.08 -0.05 0.08
P -1.269116 2.346847 0.521032 0.05 0.10 0.01
O -2.863606 -1.930060 1.981748 0.00 0.01 0.00
O 3.296477 1.284226 1.882016 0.02 0.01 0.01
N 0.102194 -0.108109 1.743785 0.01 0.01 -0.02
N -1.577978 -1.216771 0.186268 0.02 0.05 -0.18
N 1.908968 0.611355 0.147154 0.05 0.05 -0.09
C -0.918477 -0.643832 2.393923 0.01 0.03 0.04
C -0.583417 1.734091 -1.908845 -0.05 0.05 -0.10
C 1.176692 0.484766 3.753553 0.02 0.00 0.03
C -1.926318 -3.478783 -0.636493 0.04 -0.01 0.01
C 5.025833 0.692932 -2.675143 -0.03 -0.03 0.00
C -0.963661 -0.627512 3.777154 -0.05 -0.03 -0.01
C -1.922045 -1.321446 1.490702 -0.07 -0.02 0.08
C -2.560972 -4.357955 -1.504787 0.03 -0.02 -0.02
C 0.097030 -0.040292 4.456461 0.03 0.02 0.00
C -3.215179 -1.653594 -1.588625 0.01 0.00 0.02
C -0.897763 -3.974966 0.340343 0.00 0.00 0.00
C -1.457955 2.814775 -1.233179 -0.03 -0.01 0.02
C -3.627726 -0.208440 -1.583154 0.02 -0.01 -0.02
C 1.525595 -0.222476 -3.897129 -0.02 0.09 0.03
C 4.663569 -0.492694 -2.054008 0.01 0.01 -0.03
C -3.494565 -3.903392 -2.423041 -0.02 0.02 0.00
C -0.259520 3.627307 1.341938 -0.02 -0.01 0.00
C 3.659493 -0.515779 -1.093384 -0.03 0.00 0.00
C 1.138863 0.423705 2.372882 -0.08 0.02 0.05
C 2.815073 3.185955 -0.868130 -0.01 -0.01 -0.02
C -2.250617 -2.116892 -0.689783 -0.10 -0.01 0.05
C 3.394948 1.885651 -1.348025 -0.02 0.01 -0.02
C 2.242992 0.850495 1.437405 0.03 -0.03 -0.01
C -3.816919 -2.556592 -2.459524 -0.01 -0.03 0.02
C 3.360746 -1.776464 -0.329066 -0.02 0.01 0.00
C -2.877213 2.549514 1.358188 -0.02 -0.01 -0.03
C 4.406667 1.875006 -2.304107 -0.03 0.01 0.00
C -0.208575 -2.431971 -3.538197 -0.10 0.03 0.05
C 2.984126 0.673414 -0.787472 0.16 0.03 0.12
H -0.669267 -5.025307 0.162334 0.00 0.00 0.00
H -3.979149 -4.598208 -3.096918 0.00 0.00 0.00
H -1.074612 -2.043785 -4.080794 0.01 0.03 -0.03
H 3.284623 4.027608 -1.376355 0.00 0.00 0.00
H -2.511147 2.683807 -1.495484 0.01 -0.01 0.00
H -1.803681 -1.080086 4.284979 0.00 0.00 -0.01
H -4.505901 -0.055645 -2.210290 0.00 0.00 0.00
H -0.160807 3.383071 2.401201 0.00 -0.01 0.00
H 0.029149 -3.399955 0.261969 0.00 -0.01 -0.01
H -2.776511 2.278134 2.409992 0.00 0.00 0.00
H 5.180781 -1.413330 -2.298816 0.00 0.00 0.00
H 0.738544 3.649677 0.908535 0.01 0.00 -0.01
H -0.718510 4.613032 1.246709 0.00 0.00 0.00
H 3.607153 -1.642423 0.727000 0.00 -0.01 0.00
H 1.740164 3.243678 -1.041760 -0.02 -0.01 0.00
H 2.987664 3.289906 0.205129 0.01 0.01 0.00
H -4.567075 -2.197650 -3.154787 0.00 0.00 0.00
H 4.722160 2.812762 -2.746429 0.00 0.00 0.00
H -1.001541 1.433918 -2.874038 0.00 -0.01 -0.01
H -1.199869 3.854823 -1.454337 0.01 0.00 0.00
H 0.092382 -0.010930 5.538525 0.01 0.00 0.00
H -3.614706 1.887430 0.905635 0.00 -0.01 0.01
H 3.949059 -2.609354 -0.713522 -0.01 0.00 0.00
H 0.416326 2.127428 -2.134068 0.01 0.00 0.02
H -1.256020 -3.871999 1.366530 0.00 -0.02 -0.01
H 0.830757 0.252139 -4.596082 -0.01 -0.02 0.01
H 2.159498 -0.914337 -4.453392 0.00 -0.01 -0.01
H 2.149949 0.544780 -3.442815 0.04 0.03 -0.02
H 5.808421 0.700079 -3.422904 0.01 0.00 0.00
H -3.866186 0.115561 -0.568862 -0.01 0.00 0.01
H -0.571919 -3.196907 -2.855286 -0.02 -0.02 -0.01
H -2.828167 0.433486 -1.956446 0.01 0.02 0.01
H 0.486962 -2.871459 -4.254435 0.01 0.01 0.00
H 2.038562 0.916825 4.242327 0.00 0.00 -0.01
H -3.229594 3.580218 1.288662 0.00 0.00 0.00
H 2.304579 -2.047917 -0.378684 0.00 -0.01 -0.01
H -2.311374 -5.412106 -1.462808 0.00 0.00 0.00
```
Forces are in eV/Å.

[2]
The ion C5H10NO2 with charge +1. Source: OMol25; level of theory: ωB97M-V with the def2-TZVPD basis set.

For the HOMO energy, the calculation gives -14.942 eV. The calculation puts the gap between HOMO and LUMO at 8.36 eV. Its LUMO energy is -6.6 eV. As for the net charge: +1. As for the structure (SMILES): CC[C@@H](O)[C@H]1C[N+]1=O.

The geometry in XYZ format:
```
18
Properties=species:S:1:pos:R:3:forces:R:3
O -3.558792 0.983276 -0.443167 -0.18 0.05 0.23
O -0.973298 1.729756 0.603386 0.19 1.51 -0.89
N -2.960064 -0.001849 -0.199456 -0.81 0.60 -0.71
C 0.769748 0.410996 -0.612028 0.09 3.71 0.71
C -2.860297 -1.215256 0.515553 -1.27 -2.77 0.61
C 2.037958 0.484464 0.191972 0.13 -0.59 -1.32
C -1.734036 -0.538764 -0.277406 2.83 0.01 1.30
C -0.375811 0.552802 0.356874 -2.03 -0.34 -2.28
H 2.231920 1.355496 0.734271 -0.46 1.23 1.42
H -0.108141 0.106219 1.254384 -0.04 -1.06 1.86
H 2.095389 -0.424625 0.695320 0.29 -1.22 1.82
H -0.958737 2.357108 -0.172817 0.13 -0.97 1.01
H -3.276401 -2.114310 -0.031260 0.23 1.26 0.22
H -3.087130 -1.418586 1.588026 0.68 1.19 -0.56
H 2.899487 0.452073 -0.413709 0.93 -0.14 -1.37
H 0.708833 -0.476566 -1.108784 -0.05 -2.44 -1.40
H -1.349020 -1.125491 -1.088903 -0.10 0.19 -0.64
H 0.809618 1.230079 -1.346296 -0.56 -0.23 -0.02
```
Forces are in eV/Å.

[3]
A structure of composition C43H36F3NOP2PdS2. Source: OMol25; level of theory: ωB97M-V with the def2-TZVPD basis set.

For the HOMO energy, the calculation gives -7.840 eV. The calculation puts the gap between HOMO and LUMO at 7.04 eV. Its LUMO energy is -0.8 eV.

The geometry in XYZ format:
```
89
Properties=species:S:1:pos:R:3:forces:R:3
Pd 0.119282 -1.545226 -1.507252 0.28 0.35 0.26
S -0.466936 -3.419788 -2.599949 0.09 -0.22 0.15
S 1.226112 -5.681133 -3.432967 0.00 -0.06 -0.01
P -1.367138 1.367779 -1.524074 -0.03 0.08 0.21
P 1.486042 0.150540 -0.425187 -0.22 -0.63 0.10
F -2.452709 -3.845391 7.274545 0.03 -0.05 -0.03
F -2.694233 -5.820077 6.417685 0.03 0.04 0.01
F -0.758606 -5.187245 7.137751 -0.05 0.01 -0.02
O 1.500611 -4.342322 -1.174904 0.05 -0.05 -0.05
N 1.031944 2.668503 -1.677869 0.08 0.20 0.08
C 1.320814 -0.337360 2.308299 0.05 -0.03 0.03
C -3.131288 -1.972267 -4.182925 -0.03 0.00 0.01
C -3.319667 3.020622 -2.779653 0.03 -0.04 -0.04
C 0.721807 6.653614 -0.324045 0.00 0.01 0.01
C 2.543817 -5.257852 -0.821587 -0.05 0.13 -0.03
C 5.694445 -1.732507 -0.367935 0.03 0.02 0.03
C -1.575190 -0.156314 -3.951781 0.01 0.12 -0.08
C 0.487456 1.227844 3.931838 0.00 -0.01 0.01
C -1.450972 -2.427324 3.538430 -0.02 -0.03 0.03
C -2.018520 0.090459 -2.651905 -0.12 -0.16 -0.08
C 0.031124 2.089454 -2.538618 -0.08 -0.16 -0.03
C -0.226798 -2.333539 0.213676 0.05 0.09 -0.26
C 1.007710 -0.022449 3.620178 0.00 0.05 0.01
C -1.862158 -4.760606 6.486264 -0.01 -0.01 0.01
C 3.479570 -1.601662 -1.291548 -0.09 -0.02 -0.05
C 3.128881 -0.640506 -0.349176 0.12 0.22 0.14
C 2.033667 1.738781 -1.237622 0.10 0.08 -0.08
C -0.629364 -4.609457 2.935877 0.02 0.06 -0.07
C -2.944189 3.344120 -0.428771 -0.03 0.04 0.02
C -1.780415 -2.899507 4.799072 -0.01 0.02 0.00
C 0.281163 2.160841 2.927394 0.00 -0.01 0.01
C -3.859380 4.389139 -0.424320 0.02 -0.03 -0.01
C 0.942130 3.983161 -1.216953 -0.02 -0.05 -0.06
C 4.082597 -0.227697 0.583037 0.01 0.01 -0.01
C -0.870134 -3.273922 2.593516 0.04 0.05 0.04
C 1.129744 0.602342 1.295737 -0.11 -0.06 -0.10
C 1.851911 4.518829 -0.293333 -0.02 0.01 -0.05
C 4.757951 -2.139481 -1.304759 0.02 -0.06 -0.04
C -2.658728 2.660798 -1.606316 0.02 0.01 -0.11
C 0.867892 -4.525444 -2.327639 -0.15 0.11 -0.01
C -3.032719 -0.726779 -2.130999 0.05 0.06 0.04
C 0.597862 1.848699 1.612248 0.00 0.06 -0.01
C 5.355653 -0.775132 0.579783 -0.03 -0.02 -0.04
C 1.735447 5.830159 0.137627 0.04 0.01 0.03
C -4.234287 4.059873 -2.777907 -0.03 0.04 0.02
C -3.587374 -1.738828 -2.888155 -0.02 -0.02 -0.10
C -0.182333 6.131398 -1.234553 -0.04 0.03 -0.02
C -2.127383 -1.182743 -4.711888 -0.02 0.03 0.04
C -4.500405 4.748624 -1.599373 -0.02 0.02 -0.01
C -1.530417 -4.222480 5.126307 0.01 -0.01 -0.01
C -0.083026 4.823516 -1.676679 0.05 -0.04 0.05
C -0.956138 -5.078075 4.191379 -0.02 -0.04 0.08
C -0.517404 -2.771750 1.301171 -0.06 -0.06 -0.07
H 1.160915 -0.759471 4.397746 0.00 0.00 0.00
H -4.361159 -2.365695 -2.465358 0.00 0.00 0.01
H 6.688648 -2.160095 -0.374217 0.00 0.00 0.00
H 2.149119 -6.270911 -0.767286 0.02 -0.01 0.01
H -0.300344 2.777338 -3.316797 0.00 0.04 0.02
H 2.659535 3.925660 0.108275 0.01 0.02 0.00
H -0.124967 3.136345 3.162289 0.00 0.01 0.00
H 2.457414 6.206580 0.851577 0.00 0.00 0.00
H 3.823443 0.517301 1.325383 0.00 0.01 0.02
H -4.070220 4.919469 0.495155 0.00 0.00 0.00
H -1.638073 -1.395460 3.273797 0.00 0.00 0.00
H -2.437441 3.061011 0.487107 0.00 -0.01 0.00
H 5.015734 -2.884103 -2.047079 0.01 0.00 0.01
H -3.548868 -2.781101 -4.767535 0.00 0.00 0.01
H -5.215389 5.561320 -1.598828 0.00 0.00 0.00
H -0.767857 -6.112314 4.450206 0.00 0.00 0.01
H -0.992131 6.744441 -1.610375 0.00 0.00 0.00
H 0.513992 1.251100 -3.047946 -0.05 0.02 -0.05
H 2.718662 2.206451 -0.537067 0.04 -0.06 -0.02
H -1.759173 -1.368550 -5.711870 0.01 0.01 -0.01
H -0.810156 0.465069 -4.400469 0.00 -0.02 -0.01
H -2.231270 -2.237337 5.525053 0.00 -0.01 0.01
H 6.082285 -0.453269 1.314101 0.00 0.00 0.00
H -4.743746 4.334255 -3.692661 0.00 0.00 0.00
H -3.120985 2.480612 -3.699397 0.01 -0.01 0.01
H 0.426238 2.586998 0.839959 0.00 -0.03 0.04
H 2.638039 1.395419 -2.089652 -0.02 0.01 0.01
H -3.371419 -0.568604 -1.112814 0.01 0.00 0.00
H 2.746629 -1.947979 -2.013205 0.00 0.00 0.02
H 3.342860 -5.224665 -1.560385 0.01 -0.03 -0.01
H -0.186247 -5.267095 2.200212 0.00 -0.01 0.01
H -0.828404 4.458730 -2.365801 -0.01 0.01 -0.01
H 1.710011 -1.318831 2.072264 0.02 0.02 -0.02
H 2.897391 -4.914350 0.147068 -0.01 -0.02 0.00
H 0.637170 7.675063 0.019971 0.00 0.00 0.00
H 0.242038 1.472441 4.957402 0.00 0.00 0.00
```
Forces are in eV/Å.

[4]
A structure of composition C8H13FIN3O7P2. Source: OMol25; level of theory: ωB97M-V with the def2-TZVPD basis set.

For the HOMO energy, the calculation gives -9.196 eV. The calculation puts the gap between HOMO and LUMO at 7.40 eV. Its LUMO energy is -1.8 eV.

The geometry in XYZ format:
```
35
Properties=species:S:1:pos:R:3:forces:R:3
I -4.484280 2.292982 1.775150 0.21 0.49 -0.52
P -2.814598 -2.257940 0.310438 4.10 -0.53 0.40
P -2.352471 0.477464 0.774760 0.01 0.44 3.86
F 2.282465 -1.873604 0.819708 -2.72 1.55 -1.23
O -2.998072 -3.178743 -1.122971 -1.26 1.14 1.28
O 1.295198 -1.346094 -1.217767 -0.23 0.22 6.51
O -2.229218 0.399016 2.315867 0.01 -0.54 -4.70
O -3.495305 -0.676553 0.171136 0.86 0.62 0.36
O -0.877854 0.173897 -0.036641 -1.80 0.23 1.14
O -3.398599 -3.095083 1.685836 -0.47 0.16 -2.45
O -2.945804 2.083685 0.435005 0.76 -4.03 0.09
N -0.293649 5.685650 -0.673044 -1.64 -2.88 -2.85
N -0.162552 2.885487 2.474448 3.48 1.13 -2.44
N 4.355341 -7.109968 -1.049681 -0.94 4.26 0.49
C 1.957748 3.606835 0.987579 -0.69 -0.20 0.56
C 0.775047 3.204104 1.819466 -2.44 -0.78 1.65
C -0.756351 4.914809 -1.447110 1.18 1.99 2.03
C 3.781621 -4.501327 -0.748812 0.19 -0.96 -0.11
C 0.079246 -0.482005 0.837996 1.22 -0.73 1.99
C -1.341707 3.938127 -2.425350 0.35 0.60 0.62
C 1.227510 -1.262399 0.039336 0.36 -0.05 -5.09
C 4.102219 -5.958602 -0.916940 0.67 -3.01 -0.35
H -1.929392 3.187660 -1.893264 0.07 0.13 0.05
H 3.065011 -4.188260 -1.510230 0.08 -0.07 0.07
H -0.541971 3.440133 -2.976400 -0.04 0.10 0.09
H 3.350722 -4.327208 0.238462 0.06 -0.07 -0.11
H 1.965270 3.039705 0.055016 -0.07 0.05 0.10
H -1.988150 4.462438 -3.131300 0.09 0.01 0.12
H -2.389708 -2.826426 -1.816843 -0.53 -0.11 0.92
H 4.691097 -3.906846 -0.850178 -0.08 -0.12 0.00
H 0.581273 0.299685 1.528967 -0.78 -1.25 -1.16
H 2.882263 3.407703 1.532701 -0.15 -0.03 0.01
H -2.848225 -3.925076 1.732640 -0.71 1.07 -0.16
H 1.902917 4.671931 0.755701 -0.13 -0.13 0.03
H -0.447034 -1.255194 1.526319 0.96 1.30 -1.22
```
Forces are in eV/Å.

[5]
A cluster of 2 separate species, C7H11NS in total. Source: OMol25; level of theory: ωB97M-V with the def2-TZVPD basis set.

For the HOMO energy (spin up / spin down), the calculation gives -7.707 / -7.707 eV. The calculation puts the gap between HOMO and LUMO (spin up / spin down) at 7.93 / 7.93 eV. Its LUMO energy (spin up / spin down) is 0.2 / 0.2 eV.

The geometry in XYZ format:
```
20
Properties=species:S:1:pos:R:3:forces:R:3
S 0.450518 2.533206 -0.669591 -0.37 -0.66 0.82
N -1.181887 -1.256314 0.544147 -0.91 -1.68 -0.39
C 1.147455 1.264180 1.703775 0.66 -4.54 0.99
C 1.123271 1.076585 0.228282 -4.00 -0.97 -1.44
C -0.561623 -0.586986 -0.401144 4.24 4.36 1.90
C -2.241507 -1.942395 -0.052266 0.05 -0.14 -0.07
C -2.284157 -1.478049 -1.381609 -0.52 -0.08 0.89
C 2.186252 0.309687 -0.463983 -0.47 2.05 -1.86
C -1.178753 -0.591563 -1.580152 -1.07 0.30 -0.72
H 1.955360 0.168143 -1.551293 0.59 1.01 0.71
H 2.193712 1.470615 2.019891 -0.84 0.69 0.10
H 1.017551 0.159572 2.130964 0.47 1.81 -0.72
H -0.993350 0.169972 -2.342564 -0.15 -0.70 0.03
H 3.147708 0.678430 -0.185492 1.08 0.89 -0.54
H -2.641967 -2.797239 0.544098 -0.23 1.09 -0.99
H -0.843510 -1.402269 1.463300 0.26 -0.24 0.58
H 2.267104 -0.667296 -0.224586 -0.35 -3.25 1.68
H -0.736043 2.670707 0.066712 1.33 -0.24 -0.63
H 0.305005 1.713179 2.201344 0.17 1.07 -0.22
H -3.131139 -1.492169 -2.049832 0.08 -0.78 -0.12
```
Forces are in eV/Å.

[6]
A structure of composition C3H3LiO4. Source: OMol25; level of theory: ωB97M-V with the def2-TZVPD basis set.

For the HOMO energy, the calculation gives -9.017 eV. The calculation puts the gap between HOMO and LUMO at 8.38 eV. Its LUMO energy is -0.6 eV.

The geometry in XYZ format:
```
11
Properties=species:S:1:pos:R:3:forces:R:3
O 2.285473 -1.013310 0.312331 -1.42 0.87 -0.06
O -1.690435 -0.118961 -1.002904 -0.21 -0.50 0.61
O -1.113492 1.497917 -2.405015 0.08 0.29 -0.16
O 0.288429 0.936114 -0.799458 0.10 0.18 0.27
C -0.810935 0.790629 -1.420341 0.51 0.60 -0.09
C 1.296596 -0.855364 0.917279 1.81 -1.91 0.89
C 0.403447 -1.063773 1.880742 -0.62 1.32 -0.58
Li 0.497920 2.534426 -1.959701 -0.50 -0.86 0.14
H -0.342675 -0.294699 2.079743 0.17 -0.39 -0.03
H -1.368178 -0.514214 -0.166374 0.03 0.17 -0.58
H 0.553850 -1.898765 2.563699 0.06 0.23 -0.41
```
Forces are in eV/Å.

Results for energy relative to the best compared isomer or geometry (same formula, charge and spin): 2.57; 159.24; 39.31; 54.09; 107.95; 0.00 (in kcal per mole, following the order of the records).
Results for E_tot: -2974.2733; -401.2712; -3696.6989; -2083.8326; -726.0905; -424.6560 (in a.u., following the order of the records).